Here is an isolated ion of composition C4H11N2 and charge +1 in a non-equilibrium geometry from the OMol25 dataset. Energies are from ωB97M-V with the def2-TZVPD basis set.

Values from the calculation:
- Energy above the lowest of the compared OMol25 structures with the same formula, charge and spin: 25.74 kcal/mol
- <S²>: 2.008
- F_max: 5.19 eV/Å
- Total charge: +1
- Highest occupied orbital energy (alpha / beta): -9.6376 / -14.4667 eV
- Multiplicity: 3

Bonds (Å) are listed after each position.
Element x y z (Å)
1 C 0.025 0.375 -1.513  C2 1.441, C3 1.540, H7 1.154, H8 1.123
2 C 1.022 0.843 -0.583  C1 1.441, N5 1.352, H9 1.062
3 C -1.057 -0.065 -0.510  C1 1.540, N6 1.431, H10 0.999
4 C -0.198 -1.152 1.559  N6 1.538, H11 1.076, H12 1.122, H13 1.116
5 N 1.074 2.086 -0.053  C2 1.352, H14 1.048, H15 1.021
6 N -0.746 -1.307 0.130  C3 1.431, C4 1.538, H16 1.102, H17 1.085
7 H -0.328 1.209 -2.229  C1 1.154
8 H 0.397 -0.353 -2.282  C1 1.123
9 H 1.715 0.274 -0.013  C2 1.062
10 H -1.958 0.365 -0.508  C3 0.999
11 H -0.540 -0.244 2.023  C4 1.076
12 H -0.412 -2.077 2.155  C4 1.122
13 H 0.917 -1.185 1.531  C4 1.116
14 H 1.346 2.193 0.953  N5 1.048
15 H 0.508 2.871 -0.375  N5 1.021
16 H -1.698 -1.860 0.112  N6 1.102
17 H -0.068 -1.972 -0.396  N6 1.085

=====

Here is a 13-piece molecular cluster, C14H54N14O13 overall in a non-equilibrium geometry from the OMol25 dataset. Energies are from ωB97M-V with the def2-TZVPD basis set.

Values from the calculation:
- Energy above the lowest of the compared OMol25 structures with the same formula, charge and spin: 58.83 kcal/mol
- F_max: 8.62 eV/Å
- Highest occupied orbital energy: -8.0498 eV

Bonds (Å) are listed after each position.
Element x y z (Å)
1 C -1.631 2.243 -3.283  C2 1.516, H4 1.069, H5 1.062, H6 1.062
2 C -1.072 2.090 -4.684  C1 1.516, O3 1.388, H7 1.071, H8 1.098
3 O -1.359 0.822 -5.171  C2 1.388, H9 0.964
4 H -1.174 1.653 -2.517  C1 1.069
5 H -2.633 1.901 -3.201  C1 1.062
6 H -1.651 3.201 -2.826  C1 1.062
7 H -0.025 2.301 -4.757  C2 1.071
8 H -1.580 2.802 -5.348  C2 1.098
9 H -0.619 0.650 -5.765  O3 0.964
10 C 3.794 -1.196 -2.794  O11 1.369, N12 1.325, N13 1.235
11 O 3.121 -0.377 -1.928  C10 1.369
12 N 4.350 -0.765 -3.917  C10 1.325, H14 1.033, H15 1.045
13 N 3.948 -2.409 -2.617  C10 1.235, H16 1.005, H17 0.998
14 H 3.820 0.070 -4.214  N12 1.033
15 H 4.762 -1.253 -4.744  N12 1.045
16 H 3.440 -2.770 -1.828  N13 1.005
17 H 4.603 -3.020 -3.056  N13 0.998
18 C -5.221 -1.226 2.164  O19 1.377, N20 1.303, N21 1.368
19 O -5.930 -2.103 2.954  C18 1.377
20 N -5.686 -0.044 1.872  C18 1.303, H22 1.022, H23 1.043
21 N -3.975 -1.450 1.645  C18 1.368, H24 1.030, H25 1.018
22 H -6.590 0.203 2.281  N20 1.022
23 H -5.077 0.695 1.459  N20 1.043
24 H -3.495 -2.263 2.056  N21 1.030
25 H -3.632 -0.938 0.835  N21 1.018
26 C 0.529 3.681 3.912  O27 1.412, N28 1.303, N29 1.331
27 O 0.598 4.623 2.862  C26 1.412
28 N 0.291 2.416 3.711  C26 1.303, H30 1.070, H31 1.060
29 N 1.054 3.953 5.105  C26 1.331, H32 1.038, H33 1.016
30 H 0.033 2.171 2.702  N28 1.070
31 H 0.499 1.633 4.395  N28 1.060
32 H 1.378 4.928 5.250  N29 1.038
33 H 1.077 3.312 5.893  N29 1.016
34 C 0.146 0.230 0.223  O35 1.387, N36 1.305, N37 1.309
35 O -0.389 0.904 1.311  C34 1.387
36 N -0.508 -0.061 -0.868  C34 1.305, H38 1.064, H39 1.050
37 N 1.391 -0.169 0.152  C34 1.309, H40 1.043, H41 1.024
38 H -1.503 0.316 -0.845  N36 1.064
39 H -0.133 -0.486 -1.752  N36 1.050
40 H 1.992 -0.029 0.993  N37 1.043
41 H 1.855 -0.464 -0.712  N37 1.024
42 C -3.360 1.668 0.128  O43 1.384, N44 1.318, N45 1.332
43 O -3.175 0.426 -0.453  C42 1.384
44 N -3.365 2.792 -0.560  C42 1.318, H46 1.014, H47 1.010
45 N -3.590 1.869 1.424  C42 1.332, H48 1.088, H49 1.027
46 H -3.185 2.764 -1.557  N44 1.014
47 H -3.438 3.682 -0.089  N44 1.010
48 H -3.335 1.003 2.031  N45 1.088
49 H -3.870 2.745 1.880  N45 1.027
50 C -2.537 0.112 4.344  O51 1.351, N52 1.302, N53 1.342
51 O -3.407 -0.804 4.824  C50 1.351
52 N -1.800 0.970 4.989  C50 1.302, H54 0.999, H55 1.010
53 N -2.314 0.100 3.021  C50 1.342, H56 1.073, H57 1.022
54 H -1.953 1.150 5.960  N52 0.999
55 H -1.287 1.712 4.534  N52 1.010
56 H -3.017 -0.558 2.548  N53 1.073
57 H -1.607 0.536 2.426  N53 1.022
58 C 0.184 -1.964 -3.776  O59 1.376, N60 1.302, N61 1.326
59 O -1.068 -2.497 -3.981  C58 1.376
60 N 0.359 -0.746 -3.350  C58 1.302, H62 1.066, H63 1.016
61 N 1.287 -2.695 -3.691  C58 1.326, H64 1.072, H65 0.971
62 H -0.542 -0.193 -3.487  N60 1.066
63 H 1.237 -0.302 -3.603  N60 1.016
64 H 1.135 -3.751 -3.796  N61 1.072
65 H 2.144 -2.357 -3.385  N61 0.971
66 C 1.408 2.663 -1.824  O67 1.475, H68 1.076, H69 1.083, H70 1.111
67 O 2.242 2.494 -0.619  C66 1.475, H71 0.950
68 H 0.408 2.933 -1.532  C66 1.076
69 H 1.468 1.677 -2.267  C66 1.083
70 H 1.842 3.519 -2.384  C66 1.111
71 H 2.098 1.630 -0.252  O67 0.950
72 C 4.730 0.011 0.692  O73 1.378, H74 1.123, H75 1.080, H76 1.107
73 O 4.098 0.948 1.480  C72 1.378, H77 0.969
74 H 4.947 0.548 -0.270  C72 1.123
75 H 4.170 -0.892 0.496  C72 1.080
76 H 5.706 -0.168 1.183  C72 1.107
77 H 4.339 1.831 1.163  O73 0.969
78 C 2.901 -2.082 3.071  O79 1.403, H80 1.129, H81 1.043, H82 1.077
79 O 2.577 -0.824 3.600  C78 1.403, H83 0.970
80 H 2.484 -2.852 3.783  C78 1.129
81 H 3.940 -2.148 3.135  C78 1.043
82 H 2.621 -2.263 2.047  C78 1.077
83 H 3.414 -0.395 3.839  O79 0.970
84 C -2.479 -2.742 -0.803  O85 1.372, H86 1.059, H87 1.130, H88 1.051
85 O -1.541 -2.436 0.150  C84 1.372, H89 1.004
86 H -3.438 -2.334 -0.615  C84 1.059
87 H -2.507 -3.870 -0.861  C84 1.130
88 H -2.108 -2.416 -1.731  C84 1.051
89 H -1.041 -1.612 -0.131  O85 1.004
90 C 1.252 -3.716 -0.561  O91 1.410, H92 1.055, H93 1.124, H94 1.075
91 O 2.636 -3.486 -0.424  C90 1.410, H95 0.979
92 H 0.754 -3.880 0.355  C90 1.055
93 H 1.029 -4.591 -1.231  C90 1.124
94 H 0.806 -2.815 -0.943  C90 1.075
95 H 2.994 -4.193 0.151  O91 0.979